DFT (the ωB97M-V functional and the def2-TZVPD basis) results for a molecular structure, C20H15IrN2O3S in a non-equilibrium geometry.

Values from the calculation:
LUMO energy (alpha / beta) = 0.022 / -0.114 hartree
frontier orbital gap (alpha / beta) = 5.96 / 4.75 eV
multiplicity = 5
⟨S²⟩ = 6.04
highest occupied orbital energy (alpha / beta) = -5.35 / -7.85 eV

Last column: Löwdin charge in e.
Atoms and positions in Å:
1 Ir -1.003 -0.273 0.038  1.194
2 O 3.504 -0.446 -0.250  0.043
3 C 3.838 0.846 -0.035  -0.273
4 C 5.157 1.260 -0.140  -0.020
5 C 5.361 2.623 -0.061  -0.060
6 C 4.226 3.536 0.059  -0.072
7 C 2.912 3.100 0.225  -0.022
8 C 2.748 1.708 0.129  -0.093
9 C 1.356 1.190 -0.004  -0.378
10 O 1.140 -0.130 -0.249  -0.254
11 N 0.425 2.087 0.117  0.089
12 N -0.911 1.648 -0.103  -0.247
13 C -1.815 2.525 -0.304  -0.147
14 C -3.179 2.183 -0.117  -0.172
15 C -4.021 3.259 -0.189  -0.054
16 C -5.366 3.072 -0.167  -0.057
17 C -5.889 1.799 -0.336  -0.103
18 C -5.123 0.742 -0.063  -0.006
19 C -3.724 0.917 0.108  -0.296
20 O -3.019 -0.200 0.279  -0.286
21 H 2.536 -0.545 -0.108  0.005
22 H 5.954 0.505 -0.022  0.128
23 H 6.337 3.079 0.001  0.094
24 H 4.508 4.564 0.065  0.078
25 H 2.121 3.817 0.259  0.100
26 H -1.579 3.534 -0.101  0.106
27 H -3.612 4.319 -0.047  0.150
28 H -5.969 3.919 0.085  0.112
29 H -6.951 1.693 -0.487  0.107
30 H -5.528 -0.281 0.009  0.138
31 S -1.491 -2.427 0.496  0.768
32 C -0.308 -3.616 0.302  -0.666
33 C 1.014 -3.398 0.037  -0.084
34 C 1.903 -4.498 -0.093  -0.040
35 C 1.348 -5.761 -0.009  -0.101
36 C -0.001 -6.009 0.137  -0.080
37 C -0.884 -4.942 0.345  -0.093
38 H 1.359 -2.402 0.121  0.064
39 H 3.006 -4.395 -0.223  0.127
40 H 2.018 -6.623 -0.147  0.113
41 H -0.432 -6.991 0.175  0.101
42 H -1.962 -4.987 0.271  0.088